a) {"formula": "C2H8S3", "method": "wB97M-V/def2-TZVPD", "gap_ev": [5.757, 2.414], "e_homo_ev": [-11.2, -11.2], "total_charge": 1, "spin_multiplicity": 2, "mol_weight_g_mol": 128.29, "elements": ["S", "S", "H", "H", "C", "C", "S", "H", "H", "H", "H", "H", "H"], "xyz": [[-2.27676, -0.06368, 5.15424], [-3.79657, -0.16549, 3.88050], [-1.94061, -1.30058, 4.80299], [-4.27738, 1.09802, 3.95333], [1.73647, 0.55015, -2.76732], [0.89353, -0.38953, -1.87712], [0.93465, 0.13063, -0.13907], [1.18682, 1.48166, -2.83723], [2.72969, 0.76740, -2.37806], [1.75049, 0.17891, -3.78738], [1.20447, -1.42113, -1.96871], [-0.12699, -0.30034, -2.24048], [1.98220, -0.56601, 0.20432]]}

***

b) {"formula": "C2H8S3", "method": "wB97M-V/def2-TZVPD", "gap_ev": [10.134, 3.346], "e_homo_ev": [-13.6, -12.4], "total_charge": 1, "spin_multiplicity": 2, "mol_weight_g_mol": 128.29, "elements": ["C", "S", "H", "H", "H", "H", "C", "S", "S", "H", "H", "H", "H"], "xyz": [[-2.43052, -0.35617, 1.43061], [-2.97362, -1.30852, 0.00226], [-2.11163, -1.07291, 2.18671], [-1.69183, 0.35242, 1.06311], [-3.26983, 0.20546, 1.84026], [-1.74145, -1.51310, -0.50399], [2.32620, 0.25265, -1.73655], [0.88042, 0.21372, -0.67903], [1.37853, 1.71212, 0.67462], [2.64379, -0.66128, -2.24264], [3.20878, 0.41655, -1.12098], [2.08909, 0.90521, -2.57414], [1.69207, 0.85383, 1.65976]]}

***

Energetically preferred structure: a) | next structure: +0.274 eV

***

a) {"formula": "C4H5FN2O", "method": "wB97M-V/def2-TZVPD", "gap_ev": 8.768, "e_homo_ev": -8.0, "smiles": "C/N=c1/[nH]cc(F)o1", "total_charge": 0, "mol_weight_g_mol": 116.09, "elements": ["C", "N", "C", "N", "C", "C", "F", "O", "H", "H", "H", "H", "H"], "xyz": [[2.81908, -0.68990, 0.24583], [1.91027, 0.45106, -0.25793], [0.63233, 0.26617, -0.27065], [-0.16803, 1.42388, 0.06074], [-1.52387, 1.04094, 0.14172], [-1.45057, -0.26709, -0.07431], [-2.42986, -1.11193, 0.09423], [-0.13623, -0.77382, -0.16945], [2.61996, -1.34824, 1.14510], [3.89507, -0.09812, 0.60354], [3.04835, -1.59249, -0.66184], [0.62406, 2.15659, 0.28458], [-2.28632, 1.85490, 0.26097]]}

***

b) {"formula": "C4H5FN2O", "method": "wB97M-V/def2-TZVPD", "gap_ev": 11.869, "e_homo_ev": -11.2, "smiles": "FCCc1cnon1", "total_charge": 0, "mol_weight_g_mol": 116.09, "elements": ["F", "C", "C", "C", "C", "N", "O", "N", "H", "H", "H", "H", "H"], "xyz": [[2.98850, -0.18024, -0.13633], [1.67774, -0.40658, -0.50046], [0.77569, 0.14251, 0.62272], [-0.67333, -0.03491, 0.27515], [-1.65563, 0.92616, -0.10156], [-2.77107, 0.30598, -0.33749], [-2.52728, -0.99650, -0.11562], [-1.24074, -1.21107, 0.25440], [1.47212, 0.10810, -1.43212], [1.51509, -1.46657, -0.63021], [1.00213, 1.17759, 0.76242], [0.99235, -0.34967, 1.52306], [-1.55555, 1.98522, -0.18396]]}

***

Energetically preferred structure: b) | next structure: +1.536 eV

***

a) {"formula": "C2H3O3S2", "method": "wB97M-V/def2-TZVPD", "gap_ev": 7.852, "e_homo_ev": -4.9, "smiles": "O=C([O-])[C@H](O)SS", "total_charge": -1, "mol_weight_g_mol": 139.18, "elements": ["O", "C", "O", "C", "O", "S", "S", "H", "H", "H"], "xyz": [[-0.37817, 1.09845, -2.27201], [-0.01102, -0.03383, -1.83710], [0.43391, -1.05124, -2.31570], [-0.28536, -0.15209, -0.12884], [-1.21047, 1.07898, 0.17243], [1.20320, -0.31845, 0.84864], [0.79149, -1.04890, 2.80759], [-0.88321, -1.10450, 0.00518], [-1.10439, 1.58939, -0.73398], [1.44401, -0.05781, 3.45380]]}

***

b) {"formula": "C2H3O3S2", "method": "wB97M-V/def2-TZVPD", "gap_ev": [6.186, 7.846], "e_homo_ev": [-3.4, -4.5], "total_charge": -1, "mol_weight_g_mol": 139.18, "elements": ["C", "C", "O", "O", "O", "S", "S", "H", "H", "H"], "xyz": [[1.64178, 0.17542, 0.33540], [0.70260, -0.92361, 0.28597], [-2.19646, 1.35404, 0.73950], [-1.59222, 0.87284, -1.65816], [-3.12003, -0.65032, -0.37098], [1.99480, -1.04928, -0.93765], [-2.06073, 0.36002, -0.36317], [1.34725, 1.06684, -0.28572], [2.34889, 0.39913, 1.21755], [0.93410, -1.60508, 1.03727]]}

***

Energetically preferred structure: a) | next structure: +3.277 eV

***

a) {"formula": "CHN3O3", "method": "wB97M-V/def2-TZVPD", "gap_ev": [8.267, 8.247], "e_homo_ev": [-11.7, -11.7], "total_charge": 0, "mol_weight_g_mol": 103.04, "elements": ["C", "N", "N", "N", "O", "O", "O", "H"], "xyz": [[2.16791, -0.78868, 1.60139], [3.08268, -1.62770, 1.52564], [1.26491, 0.00472, 1.60636], [-1.15174, 0.29989, -1.36871], [-1.96281, 0.43535, -0.25639], [-1.55411, -0.55592, -2.06200], [-0.27190, 1.10610, -1.39663], [-1.57494, 1.12624, 0.35034]]}

***

b) {"formula": "CHN3O3", "method": "wB97M-V/def2-TZVPD", "gap_ev": 10.446, "e_homo_ev": -11.1, "smiles": "O=c1nnon1O", "total_charge": 0, "mol_weight_g_mol": 103.04, "elements": ["O", "C", "N", "N", "O", "N", "O", "H"], "xyz": [[-0.09560, 0.51325, -1.97179], [-0.00370, -0.16181, -0.97128], [0.79813, -1.41252, -0.73592], [0.84198, -1.53676, 0.41936], [-0.04885, -0.73304, 1.12607], [-0.59932, 0.12488, 0.24697], [-0.06599, 1.34258, 0.71275], [-0.82665, 1.86341, 1.17384]]}

***

Energetically preferred structure: b) | next structure: +2.293 eV

***

a) {"formula": "C3H11N4", "method": "wB97M-V/def2-TZVPD", "gap_ev": [7.951, 7.424], "e_homo_ev": [-13.1, -13.0], "total_charge": 1, "mol_weight_g_mol": 103.15, "elements": ["C", "C", "C", "N", "N", "N", "N", "H", "H", "H", "H", "H", "H", "H", "H", "H", "H", "H"], "xyz": [[2.28924, -0.17365, -0.06072], [-1.36892, 0.31384, -1.16257], [-2.21743, 0.38712, 1.15120], [1.26726, -0.92146, 0.11021], [3.10510, -0.51522, -1.08685], [-1.58484, -0.29190, 0.09733], [0.31442, -0.53143, 0.95819], [2.50252, 0.62604, 0.77163], [-1.19545, 1.35927, -1.31836], [-0.64257, -0.38087, -1.70611], [-2.35040, 0.07779, -1.64843], [-1.79760, 0.05407, 2.12287], [-2.11222, 1.59644, 1.09420], [-3.25311, 0.35659, 0.98194], [3.98729, -0.10581, -1.27526], [2.69326, -0.97936, -1.92995], [-0.15076, -1.21670, 1.48435], [0.51422, 0.34525, 1.41634]]}

***

b) {"formula": "C3H11N4", "method": "wB97M-V/def2-TZVPD", "gap_ev": 9.162, "e_homo_ev": -12.9, "total_charge": 1, "mol_weight_g_mol": 103.15, "elements": ["C", "N", "C", "N", "H", "H", "H", "H", "H", "H", "H", "N", "C", "N", "H", "H", "H", "H"], "xyz": [[-1.06443, -1.57538, -1.94022], [-0.16972, -1.65516, -0.76951], [-0.51114, -1.27675, 0.42587], [0.25724, -1.41986, 1.48942], [-1.18232, -2.57596, -2.34907], [-0.61393, -0.94223, -2.69700], [-2.01945, -1.20387, -1.58775], [0.76682, -2.00607, -0.91821], [-1.51414, -0.89261, 0.55952], [1.21210, -1.71896, 1.35425], [0.14101, -0.78927, 2.27501], [-0.28146, 2.62733, 0.99323], [0.89919, 2.35970, 0.34218], [1.91780, 1.88764, 0.94247], [-0.35988, 2.13140, 1.86590], [-1.11020, 2.53879, 0.41888], [0.91398, 2.59356, -0.72418], [2.71854, 1.91770, 0.31922]]}

***

Energetically preferred structure: b) | next structure: +4.549 eV

***

a) {"formula": "C3H2N2O2", "method": "wB97M-V/def2-TZVPD", "gap_ev": 9.312, "e_homo_ev": -10.1, "smiles": "O=CC(=O)N1C=N1", "total_charge": 0, "mol_weight_g_mol": 98.06, "elements": ["O", "C", "C", "O", "N", "C", "N", "H", "H"], "xyz": [[2.56465, -0.79896, -0.30355], [1.74973, -0.00057, 0.07769], [0.33626, 0.02641, -0.52103], [0.08190, -0.35934, -1.62870], [-0.59428, 0.60548, 0.40056], [-1.82531, -0.08790, 0.46821], [-2.01630, 0.81468, -0.34998], [1.95415, 0.73899, 0.87358], [-2.25078, -0.93877, 0.98321]]}

***

b) {"formula": "C3H2N2O2", "method": "wB97M-V/def2-TZVPD", "gap_ev": 8.925, "e_homo_ev": -10.3, "smiles": "O=c1nncco1", "total_charge": 0, "mol_weight_g_mol": 98.06, "elements": ["O", "C", "N", "N", "C", "C", "O", "H", "H"], "xyz": [[2.39808, 0.45805, 1.14365], [1.26690, 0.38283, 0.69446], [0.21037, 0.75960, 1.40097], [-0.96836, 0.53507, 1.02269], [-1.15998, -0.31639, -0.12244], [-0.20309, -0.47474, -1.05935], [1.05821, -0.22393, -0.69067], [-2.38245, -0.12768, -0.29124], [-0.21969, -0.99283, -2.09808]]}

***

c) {"formula": "C3H2N2O2", "method": "wB97M-V/def2-TZVPD", "gap_ev": 10.377, "e_homo_ev": -11.1, "total_charge": 0, "mol_weight_g_mol": 98.06, "elements": ["O", "C", "C", "N", "C", "N", "O", "H", "H"], "xyz": [[0.69999, -2.06037, -1.30544], [0.31976, -1.74395, -0.20228], [0.10892, -0.31264, 0.10554], [-0.68373, 0.33285, 0.91956], [-0.52900, 1.60743, 0.43094], [0.29622, 1.72668, -0.57181], [0.72362, 0.45654, -0.77757], [0.11399, -2.46458, 0.57477], [-1.04976, 2.45804, 0.82630]]}

***

d) {"formula": "C3H2N2O2", "method": "wB97M-V/def2-TZVPD", "gap_ev": 8.328, "e_homo_ev": -9.4, "smiles": "N=C=C=NOC=O", "total_charge": 0, "mol_weight_g_mol": 98.06, "elements": ["N", "C", "C", "N", "O", "C", "O", "H", "H"], "xyz": [[-2.43088, -1.22335, 0.00695], [-1.61568, -0.30131, -0.02932], [-0.90248, 0.76531, 0.03127], [-0.08772, 1.71089, 0.06245], [1.22171, 1.34518, -0.41042], [1.78018, 0.22187, 0.09934], [1.27988, -0.56306, 0.85401], [-2.04712, -2.11574, -0.31268], [2.80210, 0.16020, -0.30159]]}

***

Energetically preferred structure: c) | next structure: +1.524 eV

***

a) {"formula": "C3H2N2O2", "method": "wB97M-V/def2-TZVPD", "gap_ev": 11.682, "e_homo_ev": -11.4, "smiles": "[H]/N=C(/C#N)OC=O", "total_charge": 0, "mol_weight_g_mol": 98.06, "elements": ["H", "N", "C", "C", "N", "O", "C", "O", "H"], "xyz": [[-1.92825, -2.09101, -0.07766], [-1.94714, -1.08553, 0.08531], [-0.83397, -0.49023, 0.05736], [-0.73385, 0.95495, 0.27922], [-0.17087, 1.96249, 0.37918], [0.45476, -0.87438, -0.14643], [1.48114, 0.33971, -0.20123], [1.86391, 0.81271, -1.20348], [1.81428, 0.47130, 0.82773]]}

***

b) {"formula": "C3H2N2O2", "method": "wB97M-V/def2-TZVPD", "gap_ev": 9.732, "e_homo_ev": -10.5, "total_charge": 0, "mol_weight_g_mol": 98.06, "elements": ["O", "C", "C", "N", "C", "N", "O", "H", "H"], "xyz": [[-2.80854, -0.50075, -0.16213], [-1.88047, 0.25398, -0.08298], [-0.45912, -0.26432, -0.03028], [0.47689, 0.79153, 0.05023], [1.53295, 0.12103, 0.07904], [2.41868, -0.70517, 0.09404], [-0.17017, -1.44055, -0.05482], [-1.96873, 1.35483, -0.04236], [2.85851, 0.38942, 0.14927]]}

***

c) {"formula": "C3H2N2O2", "method": "wB97M-V/def2-TZVPD", "gap_ev": 9.645, "e_homo_ev": -9.9, "total_charge": 0, "mol_weight_g_mol": 98.06, "elements": ["O", "C", "C", "N", "C", "N", "O", "H", "H"], "xyz": [[1.05073, 0.95610, -0.81900], [1.55243, -0.00339, -1.59575], [0.14429, 0.39171, 0.02320], [-1.08429, 0.13927, -0.25284], [-1.45377, -0.51376, 0.89320], [-0.52656, -0.62789, 1.80029], [0.56875, 0.00418, 1.20891], [2.18906, 0.57062, -2.29562], [-2.44102, -0.92948, 1.03616]]}

***

d) {"formula": "C3H2N2O2", "method": "wB97M-V/def2-TZVPD", "gap_ev": 8.147, "e_homo_ev": -9.4, "total_charge": 0, "mol_weight_g_mol": 98.06, "elements": ["O", "C", "C", "N", "C", "N", "O", "H", "H"], "xyz": [[1.54227, -1.12191, -2.02067], [0.94183, -1.62372, -1.10400], [0.80894, -0.96661, 0.20623], [-0.00285, -0.17636, 0.60457], [-0.73321, 0.81879, 0.96358], [-0.25123, 2.07383, 0.51502], [-1.09900, 2.94056, 0.52165], [0.48249, -2.62719, -1.14605], [-1.68923, 0.68261, 1.45966]]}

***

Energetically preferred structure: a) | next structure: +1.085 eV

***

a) {"formula": "C7H13NO2", "method": "wB97M-V/def2-TZVPD", "gap_ev": 8.987, "e_homo_ev": -8.3, "smiles": "Cc1ccccc1N.O.O", "total_charge": 0, "mol_weight_g_mol": 143.19, "elements": ["C", "C", "C", "C", "C", "C", "C", "N", "H", "H", "H", "H", "H", "H", "H", "H", "H", "O", "H", "H", "O", "H", "H"], "xyz": [[-0.17593, 1.51772, -2.09934], [0.13724, 0.57152, -0.95464], [1.41814, -0.02229, -0.97134], [1.75530, -0.84149, 0.08743], [0.83180, -1.21328, 1.05295], [-0.38724, -0.57135, 1.10673], [-0.73189, 0.34276, 0.09408], [-1.98638, 0.97311, 0.11893], [-0.39487, 1.06667, -3.06255], [-0.77536, 2.35991, -1.73626], [0.73741, 2.10593, -2.25953], [2.03003, 0.18150, -1.82982], [2.78648, -1.19073, 0.14410], [1.07721, -1.92248, 1.83413], [-0.98524, -0.56751, 2.00979], [-2.55686, 0.69659, 0.90119], [-2.47242, 1.00492, -0.76344], [-1.97740, -2.40479, -0.62352], [-2.04973, -1.47780, -0.86263], [-1.33838, -2.88394, -1.16368], [1.70268, 1.49700, 2.21042], [1.76164, 0.68384, 1.67776], [2.24451, 2.13928, 1.73835]]}

***

b) {"formula": "C7H13NO2", "method": "wB97M-V/def2-TZVPD", "gap_ev": 8.616, "e_homo_ev": -7.9, "total_charge": 0, "mol_weight_g_mol": 143.19, "elements": ["C", "C", "C", "N", "C", "C", "C", "C", "O", "O", "H", "H", "H", "H", "H", "H", "H", "H", "H", "H", "H", "H", "H"], "xyz": [[0.08959, -0.54465, -0.38690], [0.02503, -1.70011, 0.56206], [2.18349, 0.98895, 1.19642], [-0.37914, 0.69806, -0.13913], [-2.23669, 0.46536, -0.00984], [1.82619, 0.39830, -0.12373], [-3.16111, 0.10519, -0.89773], [2.65622, 0.20890, -1.13008], [0.04220, -0.93262, -1.67713], [-2.55722, 1.00251, 1.21180], [-0.53858, -0.33681, -2.17375], [-3.51472, 1.14840, 1.28782], [-0.27342, 1.13914, 0.76267], [-0.90170, -1.81343, 1.12261], [0.14421, -2.67279, 0.08644], [0.79686, -1.67611, 1.32857], [1.72018, 0.44778, 2.02354], [3.26660, 0.99761, 1.34988], [1.83508, 2.02260, 1.26364], [-2.92065, -0.41280, -1.81212], [-4.20309, 0.40053, -0.78493], [2.37496, -0.30715, -2.03780], [3.72569, 0.37316, -1.02228]]}

***

Energetically preferred structure: a) | next structure: +5.041 eV